1.
{"formula": "C13H11NO3", "method": "wB97M-V/def2-TZVPD", "species": ["O", "O", "O", "C", "C", "C", "C", "C", "C", "C", "C", "C", "C", "C", "C", "C", "N", "H", "H", "H", "H", "H", "H", "H", "H", "H", "H", "H"], "coordinates": [[5.50, -0.67, -1.08], [1.95, -1.01, -0.80], [5.54, -3.39, -1.49], [4.40, -1.19, -1.18], [3.02, 0.88, -1.40], [1.61, 1.18, -1.18], [3.15, -0.47, -1.20], [1.01, 0.06, -0.79], [-0.28, 0.02, -0.08], [-1.19, 1.07, -0.06], [-4.90, 0.55, 1.90], [-4.47, 1.77, 1.48], [-4.10, -0.62, 1.74], [-3.26, 1.96, 1.02], [-2.88, -0.42, 1.20], [-2.43, 0.86, 0.79], [4.44, -2.59, -1.18], [6.39, -2.92, -1.65], [3.84, 1.60, -1.73], [1.06, 2.08, -1.37], [-0.40, -0.86, 0.41], [-0.89, 2.01, -0.38], [-5.96, 0.40, 2.30], [-5.04, 2.74, 1.72], [-4.47, -1.64, 2.06], [-2.98, 3.01, 0.78], [-2.28, -1.32, 1.10], [3.62, -3.08, -0.89]], "smiles": "O=C(NO)c1ccc(/C=C/c2ccccc2)o1", "multiplicity": 1, "de_lowest_kj_mol": 239.7, "e_homo_ha": -0.2958, "total_charge": 0, "orbital_gap_ha": 0.2848, "lumo_energy_ev": -0.30}


2.
{"formula": "C23H24AsBr2CaN5O", "method": "wB97M-V/def2-TZVPD", "species": ["Ca", "Br", "C", "C", "C", "C", "C", "C", "N", "N", "C", "C", "C", "C", "O", "C", "N", "C", "C", "C", "C", "H", "H", "H", "H", "H", "H", "H", "H", "H", "N", "C", "C", "C", "N", "C", "C", "H", "H", "H", "H", "H", "H", "C", "As", "C", "C", "H", "H", "H", "H", "H", "H", "H", "H", "H", "Br"], "coordinates": [[1.97, 0.07, 2.12], [-0.39, 1.95, -7.09], [-1.50, 1.35, -5.69], [-2.36, 0.30, -5.91], [-3.19, -0.12, -4.87], [-3.11, 0.47, -3.63], [-2.25, 1.54, -3.42], [-1.44, 1.99, -4.46], [-4.10, 0.06, -2.63], [-3.77, -0.19, -1.47], [-2.37, -0.39, -1.10], [-1.49, -1.18, -1.76], [-0.18, -1.39, -1.29], [0.30, -0.77, -0.15], [1.55, -0.86, 0.25], [-0.66, 0.04, 0.59], [-0.22, 0.69, 1.73], [-1.05, 1.43, 2.42], [-2.40, 1.60, 2.05], [-2.85, 1.00, 0.91], [-1.98, 0.19, 0.13], [-2.41, -0.17, -6.88], [-3.89, -0.94, -5.03], [-2.22, 2.03, -2.46], [-0.76, 2.82, -4.30], [-1.80, -1.68, -2.67], [0.51, -2.03, -1.83], [-0.65, 1.91, 3.30], [-3.05, 2.20, 2.66], [-3.87, 1.12, 0.58], [-0.12, -5.30, 5.31], [0.36, -4.20, 4.66], [0.76, -4.26, 3.32], [1.22, -3.12, 2.71], [1.32, -1.92, 3.33], [0.94, -1.88, 4.62], [0.46, -2.96, 5.31], [-0.06, -6.21, 4.88], [-0.27, -5.28, 6.30], [0.70, -5.19, 2.77], [1.51, -3.14, 1.67], [1.04, -0.91, 5.10], [0.17, -2.85, 6.35], [3.84, 3.72, 0.02], [2.88, 2.04, 0.06], [1.31, 2.61, -0.95], [3.81, 1.14, -1.40], [3.87, 4.09, -1.00], [4.85, 3.57, 0.39], [3.34, 4.44, 0.66], [1.63, 3.16, -1.84], [0.69, 3.26, -0.33], [0.72, 1.74, -1.25], [3.75, 1.74, -2.31], [3.35, 0.17, -1.56], [4.86, 1.00, -1.13], [2.69, 1.49, 4.22]], "multiplicity": 1, "de_lowest_kj_mol": 26.2, "e_homo_ha": -0.2763, "total_charge": 0, "orbital_gap_ha": 0.2726, "lumo_energy_ev": -0.10}


3.
{"formula": "C22H43BrClIN5OP", "method": "wB97M-V/def2-TZVPD", "species": ["C", "C", "C", "N", "C", "N", "C", "C", "N", "C", "N", "C", "N", "P", "O", "I", "C", "Cl", "C", "C", "C", "C", "C", "C", "C", "C", "C", "C", "C", "C", "C", "H", "H", "H", "H", "H", "H", "H", "H", "H", "H", "H", "H", "H", "H", "H", "H", "H", "H", "H", "H", "H", "H", "H", "H", "H", "H", "H", "H", "H", "H", "H", "H", "H", "H", "H", "H", "H", "H", "H", "H", "H", "H", "H", "Br"], "coordinates": [[-0.08, -2.21, -1.59], [-1.14, -1.29, -1.69], [-0.98, 0.26, -1.31], [0.48, 0.51, -1.08], [0.92, 1.79, -1.58], [1.32, 1.81, -2.85], [1.76, 3.02, -3.59], [0.82, 3.34, -4.86], [1.42, 3.92, -5.87], [1.34, 0.52, -3.64], [2.52, -0.25, -3.15], [2.95, -1.31, -4.10], [0.94, 3.04, -0.78], [2.60, 3.51, -0.37], [2.83, 3.50, 1.32], [2.89, 5.91, -1.00], [0.04, 2.95, 0.40], [-1.72, 3.30, -0.08], [0.21, 1.62, 1.27], [-1.06, 1.27, 2.19], [-1.18, 2.41, 3.31], [0.69, 0.35, 0.39], [2.18, -0.15, 0.78], [2.17, -1.13, 2.04], [1.43, -2.51, 1.76], [0.83, -3.09, 3.15], [-0.65, -3.67, 2.96], [-1.77, -2.52, 3.23], [-2.61, -2.15, 1.90], [-4.24, -2.27, 2.19], [-5.18, -1.32, 1.24], [0.93, -1.98, -1.14], [-0.21, -3.25, -2.04], [-2.12, -1.67, -2.09], [-1.64, 0.44, -0.40], [-1.33, 0.88, -2.21], [2.82, 2.86, -3.99], [1.78, 3.97, -2.97], [-0.28, 3.06, -4.91], [0.75, 4.09, -6.63], [1.54, 0.72, -4.76], [0.36, -0.05, -3.59], [3.30, 0.45, -3.16], [3.69, -1.98, -3.53], [3.50, -0.82, -4.98], [2.07, -1.96, -4.41], [3.71, 3.93, 1.48], [0.32, 3.82, 1.10], [1.07, 1.81, 2.01], [-0.85, 0.26, 2.70], [-2.02, 1.13, 1.61], [-1.37, 1.99, 4.35], [-0.18, 2.97, 3.34], [-1.97, 3.18, 3.01], [0.01, -0.52, 0.72], [2.91, 0.71, 0.91], [2.54, -0.76, -0.12], [1.75, -0.56, 2.94], [3.27, -1.39, 2.27], [0.56, -2.45, 1.03], [2.12, -3.34, 1.36], [1.49, -3.97, 3.48], [0.79, -2.32, 3.98], [-0.81, -4.16, 1.93], [-0.88, -4.49, 3.72], [-2.48, -2.86, 4.05], [-1.26, -1.57, 3.65], [-2.36, -2.96, 1.09], [-2.33, -1.13, 1.47], [-4.49, -3.37, 2.04], [-4.38, -1.97, 3.29], [-5.14, -0.21, 1.53], [-4.93, -1.41, 0.07], [-6.27, -1.67, 1.39], [-3.75, -2.58, -0.18]], "multiplicity": 1, "e_homo_ha": -0.1698, "total_charge": 0, "orbital_gap_ha": 0.1075, "lumo_energy_ev": -1.70}


4.
{"formula": "C5H4N", "method": "wB97M-V/def2-TZVPD", "species": ["C", "C", "C", "C", "C", "N", "H", "H", "H", "H"], "coordinates": [[0.50, 2.42, -0.27], [0.03, 1.34, 0.37], [-0.21, -0.33, -1.16], [-0.16, 1.00, -1.10], [0.06, -0.89, 0.21], [0.09, 0.25, 1.09], [-0.54, -0.91, -2.00], [-0.82, -1.52, 0.40], [0.94, -1.54, 0.35], [0.10, 0.19, 2.11]], "multiplicity": 1, "de_lowest_kj_mol": 357.7, "e_homo_ha": [-0.5527, -0.5648], "total_charge": 1, "orbital_gap_ha": [0.2671, 0.2735], "lumo_energy_ev": [-7.77, -7.93]}


5.
{"formula": "C5H9NO", "method": "wB97M-V/def2-TZVPD", "species": ["C", "C", "C", "C", "C", "N", "O", "H", "H", "H", "H", "H", "H", "H", "H", "H"], "coordinates": [[1.36, -0.47, -1.23], [0.36, -0.47, -0.14], [0.61, -1.00, 1.25], [-0.68, -0.27, 1.70], [-0.72, 0.21, 0.29], [-1.60, 1.11, -0.32], [-2.42, 1.63, 0.43], [1.68, -1.48, -1.46], [2.21, 0.17, -0.90], [1.05, -0.04, -2.17], [-0.62, 1.20, -2.96], [0.62, -2.09, 1.35], [1.53, -0.58, 1.68], [-0.58, 0.52, 2.44], [-1.53, -0.92, 1.93], [-1.27, 2.48, -1.89]], "multiplicity": 1, "de_lowest_kj_mol": 948.5, "e_homo_ha": [-0.3111, -0.3111], "total_charge": 0, "orbital_gap_ha": [0.2717, 0.2718], "lumo_energy_ev": [-1.07, -1.07]}


| no. | energy (eV) | largest force on an atom (Eh/bohr) |
| --- | --- | --- |
| 1 | -21287.6945 | 0.108 |
| 2 | -253104.4193 | 0.029 |
| 3 | -132952.5441 | 0.219 |
| 4 | -6724.6322 | 0.078 |
| 5 | -8859.3817 | 0.071 |